Here is a 2-piece molecular cluster, H2INS overall in a non-equilibrium geometry from the OMol25 dataset. Energies are from ωB97M-V with the def2-TZVPD basis set.

The orbital gap (alpha / beta) comes out at 6.5 / 7.6 eV. The expectation value of S² is 2.016. Its spin multiplicity is 3.

Each line ends with the natural charge from an NBO analysis.
Positions of all 5 atoms, in Å:
1 H -1.257 -1.395 -0.063  0.3824
2 H 0.461 1.590 0.934  -0.1052
3 I 2.093 -0.383 -0.542  -0.0498
4 N -1.150 -0.347 0.199  -0.8208
5 S -0.147 0.535 -0.528  0.5935

Here is H2INS as an isolated structure in a non-equilibrium geometry from the OMol25 dataset. Energies are from ωB97M-V with the def2-TZVPD basis set.

The orbital gap (alpha / beta) comes out at 7.8 / 8.0 eV. The expectation value of S² is 2.009. Its spin multiplicity is 3.

Each line ends with the natural charge from an NBO analysis.
Positions of all 5 atoms, in Å:
1 I 2.013 0.399 0.192  0.3142
2 H -0.553 1.516 -1.543  -0.0003
3 S -0.835 -1.049 0.228  0.4540
4 N 0.179 -0.120 -0.556  -0.8450
5 H -0.804 -0.746 1.678  0.0771

Here is a 2-piece molecular cluster, H2N2O2 overall in a non-equilibrium geometry from the OMol25 dataset. Energies are from ωB97M-V with the def2-TZVPD basis set.

The orbital gap comes out at 12.4 eV. Its SMILES is N#[N+][O-].O. Its spin multiplicity is 1.

Each line ends with the natural charge from an NBO analysis.
Positions of all 6 atoms, in Å:
1 O 1.710 0.126 -0.842  -0.3421
2 O -0.613 -0.086 1.134  -0.9311
3 H -0.428 -0.907 1.443  0.4603
4 N -0.156 0.391 -2.082  -0.1000
5 H -1.255 0.251 1.809  0.4712
6 N 0.744 0.224 -1.462  0.4416

Here is a 2-piece molecular cluster, H2N2O2 overall in a non-equilibrium geometry from the OMol25 dataset. Energies are from ωB97M-V with the def2-TZVPD basis set.

The orbital gap comes out at 11.2 eV. Its SMILES is N#N.OO. Its spin multiplicity is 1.

Each line ends with the natural charge from an NBO analysis.
Positions of all 6 atoms, in Å:
1 O 1.442 0.468 -0.087  -0.4891
2 H 1.563 -1.204 0.274  0.4681
3 H 0.870 1.167 -0.267  0.4602
4 O 0.733 -0.745 0.178  -0.4383
5 N -2.431 0.691 -0.054  -0.0200
6 N -2.177 -0.378 -0.044  0.0192

Here is an isolated molecule of H2N2O2S in a non-equilibrium geometry from the OMol25 dataset. Energies are from ωB97M-V with the def2-TZVPD basis set.

The orbital gap comes out at 9.1 eV. Its spin multiplicity is 1.

Each line ends with the natural charge from an NBO analysis.
Positions of all 7 atoms, in Å:
1 S -1.288 0.454 0.335  2.3087
2 N 0.172 0.169 1.008  -0.6113
3 N -0.425 -0.087 -0.951  -0.6464
4 H -0.040 -0.908 1.142  0.3854
5 O -1.602 1.841 0.358  -0.8944
6 H 0.075 0.644 -1.310  0.3641
7 O -2.233 -0.491 0.832  -0.9060

Here is H2N2O2S as an isolated structure in a non-equilibrium geometry from the OMol25 dataset. Energies are from ωB97M-V with the def2-TZVPD basis set.

The orbital gap comes out at 8.6 eV. Its spin multiplicity is 1.

Each line ends with the natural charge from an NBO analysis.
Positions of all 7 atoms, in Å:
1 H -0.203 1.444 -0.243  0.2615
2 S -2.925 0.416 -0.094  1.3738
3 N -1.568 -0.174 0.268  -0.5788
4 N -0.340 0.277 0.443  -0.1072
5 H 1.132 -0.923 0.451  0.4742
6 O 0.567 -0.587 -0.236  -0.5560
7 O -3.860 -0.657 0.012  -0.8675

Here is H2N2O2S2 as an isolated structure in a non-equilibrium geometry from the OMol25 dataset. Energies are from ωB97M-V with the def2-TZVPD basis set.

The orbital gap (alpha / beta) comes out at 8.8 / 8.8 eV. Its spin multiplicity is 1.

Each line ends with the natural charge from an NBO analysis.
Positions of all 8 atoms, in Å:
1 H 2.192 0.211 0.759  0.4188
2 O -1.645 -1.370 -1.144  -0.9412
3 S -2.277 -0.969 0.108  1.3970
4 O 0.503 2.202 -0.159  -0.8466
5 N 1.525 -0.115 0.007  -1.0210
6 H 1.051 -0.982 0.240  0.3949
7 S 0.194 0.855 -0.535  1.5801
8 N -1.543 0.168 0.723  -0.9820

Here is an isolated molecule of H2N2O3 in a non-equilibrium geometry from the OMol25 dataset. Energies are from ωB97M-V with the def2-TZVPD basis set.

The orbital gap comes out at 11.2 eV. Its SMILES is O=[N+]([O-])NO. Its spin multiplicity is 1.

Each line ends with the natural charge from an NBO analysis.
Positions of all 7 atoms, in Å:
1 H -0.602 -0.203 -1.161  0.4074
2 O -2.513 0.245 0.447  -0.3517
3 O -0.970 -0.048 1.850  -0.3801
4 H 1.143 0.005 0.708  0.4670
5 N -1.380 0.118 0.746  0.6183
6 O 1.024 -0.499 -0.038  -0.5309
7 N -0.467 0.252 -0.252  -0.2300